1 | Formula: C6H10N3O
Source: OMol25
Level of theory: ωB97M-V/def2-TZVPD

LUMO level (spin up / spin down)	-3.81 / -3.81	eV
net charge	+1
HOMO energy (spin up / spin down)	-12.914 / -12.914	eV

Last column: natural (NBO) charge in e.
CARTESIAN COORDINATES (ANGSTROEM)
1 C -0.3878 1.4879 0.1234  -0.16
2 C -1.6398 1.0830 -0.0979  -0.24
3 C 0.6774 0.4960 0.1187  -0.16
4 C 0.3790 -0.7951 0.1318  0.06
5 C 2.1629 0.8651 0.0957  -0.26
6 C -1.9975 -0.3412 -0.4346  0.23
7 N 2.4649 -1.4546 0.0946  -0.24
8 N 2.8236 -0.3145 -0.4204  -0.29
9 N -0.9597 -1.3058 0.1752  -0.56
10 O -3.2247 -0.7790 0.0134  -0.69
11 H -0.1524 2.5199 0.3235  0.24
12 H -2.4565 1.7854 -0.1179  0.24
13 H 2.3680 1.7273 -0.5378  0.24
14 H 2.5090 1.0761 1.1155  0.23
15 H -1.9253 -0.4939 -1.5283  0.20
16 H 2.4967 -1.4299 1.1179  0.36
17 H 2.8795 -0.3521 -1.4368  0.39
18 H -1.0326 -2.2048 -0.3151  0.45
19 H -1.2360 -1.4907 1.1553  0.45
20 H -3.7486 -0.0791 0.4241  0.51

***

2 | Formula: C6H10N3O
Source: OMol25
Level of theory: ωB97M-V/def2-TZVPD

LUMO level	-3.47	eV
net charge	+1
HOMO energy	-13.685	eV

Last column: natural (NBO) charge in e.
CARTESIAN COORDINATES (ANGSTROEM)
1 O 2.9564 -0.7724 -0.3106  -0.48
2 C 2.0218 -0.0806 -0.0999  0.75
3 N 1.8354 1.2627 -0.0583  -0.64
4 C 0.5325 1.8663 0.2525  -0.23
5 C -0.6179 1.0925 -0.4719  -0.22
6 N -0.8090 -0.1160 0.3169  -0.37
7 C -1.7103 -1.0937 -0.3183  -0.29
8 C -0.7122 -2.3064 -0.3041  0.10
9 N 0.4090 -2.1458 0.2416  -0.33
10 C 0.4795 -0.8257 0.6716  -0.07
11 H 2.7306 1.7181 -0.0602  0.44
12 H 0.4503 2.8237 -0.2647  0.25
13 H 0.3209 1.8971 1.2782  0.20
14 H -1.6016 1.5525 -0.4506  0.23
15 H -0.4012 0.9818 -1.5169  0.25
16 H -1.1290 0.3196 1.1871  0.44
17 H -2.0595 -0.9859 -1.3069  0.26
18 H -2.5299 -1.1370 0.3200  0.24
19 H -0.7674 -3.1516 -0.8973  0.22
20 H 0.6015 -0.8991 1.7920  0.24

***

Name the most stable of them. 2.

***

1 | Formula: FH6N4P
Source: OMol25
Level of theory: ωB97M-V/def2-TZVPD

LUMO level (spin up / spin down)	-0.07 / 0.24	eV
HOMO energy (spin up / spin down)	-8.201 / -7.932	eV

Last column: natural (NBO) charge in e.
CARTESIAN COORDINATES (ANGSTROEM)
1 N 0.4341 2.5702 0.3012  -0.68
2 N -1.0431 -3.5756 0.0690  -0.47
3 N -0.1401 1.2220 0.2634  -0.68
4 N -0.0678 -3.2223 -0.6959  -0.58
5 F 1.6708 -3.5851 1.0113  -0.58
6 P 1.5653 -3.0872 -0.5447  0.91
7 H 1.4275 2.4381 0.4961  0.34
8 H 0.0386 3.0127 1.1331  0.34
9 H -0.7023 -3.8278 0.9980  0.33
10 H 0.2447 0.7863 -0.5777  0.34
11 H -1.1374 1.3535 0.0830  0.34
12 H -0.3973 -2.9640 -1.6306  0.40

***

2 | Formula: FH6N4P
Source: OMol25
Level of theory: ωB97M-V/def2-TZVPD

LUMO level (spin up / spin down)	-0.40 / 0.04	eV
HOMO energy (spin up / spin down)	-8.328 / -8.096	eV

Last column: natural (NBO) charge in e.
CARTESIAN COORDINATES (ANGSTROEM)
1 N 2.5155 -1.6709 0.6522  -0.65
2 N -2.6499 2.0412 -0.3556  -0.46
3 N 1.9471 -0.4075 1.0321  -0.70
4 N -1.6072 1.3939 -0.7171  -0.58
5 F -2.6931 -0.8099 -0.9877  -0.58
6 P -1.2762 -0.1567 -1.3251  0.89
7 H 3.3244 -1.4076 0.0043  0.34
8 H 1.8009 -2.1194 -0.0519  0.32
9 H -3.4276 1.5015 -0.0790  0.33
10 H 1.7635 -0.4586 2.0367  0.34
11 H 1.1384 -0.0755 0.6158  0.33
12 H -0.8359 2.1695 -0.8247  0.42

***

Name the most stable of them. 1.

***

1 | Formula: C2H2O2P
Source: OMol25
Level of theory: ωB97M-V/def2-TZVPD

LUMO level	4.24	eV
net charge	-1
HOMO energy	-3.810	eV

Last column: natural (NBO) charge in e.
CARTESIAN COORDINATES (ANGSTROEM)
1 C 1.8364 0.8278 0.3460  -0.88
2 P 0.4835 0.1586 -0.3624  0.29
3 C -1.2138 -1.0181 0.5252  0.86
4 O -0.7489 -1.3736 1.5494  -0.65
5 O -2.1491 -0.9370 -0.1532  -0.64
6 H 2.0882 1.7210 -0.2875  0.14
7 H -0.2963 0.6212 -1.6176  -0.13

***

2 | Formula: C2H2O2P
Source: OMol25
Level of theory: ωB97M-V/def2-TZVPD

LUMO level (spin up / spin down)	3.82 / 3.82	eV
net charge	-1
HOMO energy (spin up / spin down)	-4.411 / -4.410	eV

Last column: natural (NBO) charge in e.
CARTESIAN COORDINATES (ANGSTROEM)
1 C 0.5336 0.3577 -1.1667  -0.38
2 C -0.7227 -1.1779 0.1197  -0.76
3 O 0.9757 0.9676 0.6966  -0.96
4 O -1.4605 1.5836 0.4086  -1.11
5 P -0.4421 0.4903 0.3543  1.93
6 H 1.0729 -0.6102 -1.2339  0.14
7 H 0.0432 -1.6111 0.8214  0.14

***

Name the most stable of them. 1.

***

1 | Formula: C22H25N9O2Sn
Source: OMol25
Level of theory: ωB97M-V/def2-TZVPD

LUMO level (spin up / spin down)	-8.41 / -9.30	eV
net charge	+2
HOMO energy (spin up / spin down)	-13.803 / -13.438	eV

Last column: natural (NBO) charge in e.
CARTESIAN COORDINATES (ANGSTROEM)
1 Sn 0.3998 -0.0417 0.5509  1.55
2 N -1.6289 -1.3850 -0.5959  -0.87
3 C -1.1598 -2.5064 -1.4118  -0.23
4 C -0.1279 -3.3117 -0.6327  -0.24
5 N 1.0491 -2.5032 -0.3278  -0.66
6 C 1.9565 -3.1589 0.6132  -0.24
7 C 3.0558 -2.2052 1.0738  -0.23
8 N 2.4614 -1.0432 1.7334  -0.88
9 H -2.1380 -1.7646 0.2012  0.39
10 H -2.2955 -0.8375 -1.1330  0.40
11 H -0.7132 -2.1069 -2.3258  0.20
12 H -1.9805 -3.1734 -1.7004  0.22
13 H 0.1398 -4.2098 -1.2010  0.22
14 H -0.5700 -3.6329 0.3122  0.21
15 H 1.5533 -2.3441 -1.1988  0.38
16 H 2.4144 -4.0540 0.1738  0.22
17 H 1.3641 -3.4608 1.4800  0.21
18 H 3.6411 -1.8545 0.2173  0.20
19 H 3.7303 -2.7528 1.7424  0.23
20 H 3.1945 -0.3914 2.0056  0.41
21 H 2.0057 -1.3344 2.6004  0.40
22 C 2.6559 -0.2226 -3.7804  0.02
23 C 2.4691 0.0968 -2.4339  -0.01
24 N 1.3846 0.7260 -2.0306  -0.42
25 C 0.4414 1.0216 -2.9239  0.09
26 C 0.5537 0.5071 -4.2243  0.03
27 N 1.6617 -0.0703 -4.6298  -0.33
28 C -0.6446 1.9048 -2.4848  0.26
29 C -1.3265 2.7170 -3.3923  -0.23
30 C -2.3103 3.5851 -2.9240  0.14
31 C -2.5492 3.6148 -1.5465  -0.21
32 C -1.7940 2.7922 -0.7122  0.12
33 N -0.8798 1.9437 -1.1812  -0.46
34 C -1.9254 2.7987 0.7483  0.20
35 C -2.7017 3.7540 1.5209  0.17
36 N -3.0694 3.3381 2.6914  -0.32
37 C -2.6043 2.3321 3.3152  0.24
38 C -1.2833 1.7830 2.8480  0.11
39 N -1.2039 1.9850 1.4311  -0.36
40 C -3.0453 4.4603 -3.8548  -0.09
41 C -2.3875 5.0800 -4.9186  -0.24
42 C -3.1209 5.9109 -5.7562  0.06
43 N -4.4017 6.1159 -5.5682  -0.38
44 C -5.0524 5.5398 -4.5875  0.06
45 C -4.4111 4.6930 -3.6920  -0.24
46 H 3.5850 -0.6175 -4.1657  0.23
47 H 3.2077 -0.1178 -1.6761  0.20
48 H -0.2621 0.5336 -4.9317  0.22
49 H -1.0857 2.6728 -4.4411  0.24
50 H -3.2902 4.2820 -1.1362  0.24
51 H -2.8793 4.7770 1.2297  0.25
52 H -3.1836 1.7896 4.0475  0.25
53 H -0.3823 2.2313 3.3078  0.24
54 H -1.3291 4.9564 -5.0838  0.22
55 H -2.6677 6.4300 -6.5880  0.22
56 H -6.1049 5.7693 -4.5031  0.21
57 H -4.9713 4.2173 -2.9033  0.22
58 O -0.1344 -0.2068 2.7470  -0.60
59 O -1.3229 0.4092 3.1188  -0.23

***

2 | Formula: C22H25N9O2Sn
Source: OMol25
Level of theory: ωB97M-V/def2-TZVPD

LUMO level	-7.57	eV
net charge	+2
HOMO energy	-13.999	eV

Last column: natural (NBO) charge in e.
CARTESIAN COORDINATES (ANGSTROEM)
1 Sn 0.9604 0.8415 1.7338  1.43
2 N -0.3081 2.2342 0.3467  -0.90
3 C -0.3875 3.6428 0.7893  -0.24
4 C -0.7166 3.6520 2.2682  -0.24
5 N 0.3514 2.9580 3.0195  -0.69
6 C 1.4481 3.8444 3.4839  -0.24
7 C 2.6879 3.8073 2.6084  -0.23
8 N 3.1619 2.4354 2.4315  -0.86
9 H 0.0264 2.1610 -0.6082  0.42
10 H -1.2350 1.8148 0.3787  0.41
11 H -1.1245 4.1987 0.2098  0.23
12 H 0.5842 4.1033 0.6157  0.20
13 H -1.6542 3.1244 2.4423  0.23
14 H -0.8399 4.6798 2.6144  0.22
15 H -0.0697 2.5239 3.8340  0.41
16 H 1.7025 3.5511 4.5040  0.22
17 H 1.1072 4.8809 3.5364  0.22
18 H 3.4230 4.4853 3.0515  0.22
19 H 2.4612 4.2076 1.6179  0.19
20 H 3.4260 2.0243 3.3226  0.39
21 H 4.0003 2.4153 1.8619  0.39
22 C -2.4497 -2.0518 3.7885  0.16
23 C -1.0221 -2.0553 3.4324  0.12
24 N -0.6249 -1.8915 2.2364  -0.38
25 C -1.5632 -1.4459 1.2723  0.33
26 C -2.9833 -1.3736 1.7091  0.24
27 N -3.3681 -1.7672 2.9394  -0.37
28 C -1.0491 -1.6246 -0.1145  0.15
29 C -1.6116 -2.4788 -1.0312  -0.21
30 C -1.0044 -2.5882 -2.2858  0.06
31 C 0.1223 -1.8112 -2.5191  -0.16
32 C 0.6096 -0.9519 -1.5355  0.18
33 N 0.0192 -0.8560 -0.3436  -0.47
34 C 1.8180 -0.1060 -1.7654  0.12
35 C 2.6201 -0.2541 -2.8945  0.04
36 N 3.6862 0.5030 -3.1174  -0.32
37 C 3.9743 1.4227 -2.2109  0.03
38 C 3.1924 1.5765 -1.0733  0.01
39 N 2.1236 0.8212 -0.8483  -0.45
40 C -1.5343 -3.5023 -3.3200  -0.07
41 C -2.0105 -4.7616 -2.9770  -0.24
42 C -2.4813 -5.5907 -3.9856  0.06
43 N -2.5134 -5.2364 -5.2663  -0.37
44 C -2.0638 -4.0280 -5.5884  0.06
45 C -1.5602 -3.1291 -4.6578  -0.23
46 H -2.7547 -2.4465 4.7534  0.24
47 H -0.2978 -2.3336 4.1917  0.23
48 H -3.7442 -1.0031 1.0351  0.25
49 H -2.4978 -3.0538 -0.7940  0.25
50 H 0.6136 -1.8876 -3.4777  0.23
51 H 2.4113 -1.0049 -3.6445  0.22
52 H 4.8386 2.0509 -2.3868  0.23
53 H 3.4340 2.3280 -0.3328  0.20
54 H -1.9876 -5.1181 -1.9548  0.22
55 H -2.8448 -6.5840 -3.7511  0.21
56 H -2.1081 -3.7602 -6.6372  0.21
57 H -1.2260 -2.1512 -4.9807  0.22
58 O -1.2337 0.5785 2.5648  -0.58
59 O -1.9337 -0.0192 1.5088  -0.17

***

Name the most stable of them. 2.